Entry from the OMol25 dataset: a single C3HF2NS molecule at a distorted geometry (wB97M-V/def2-TZVPD).

```
8
Properties=species:S:1:pos:R:3
C -0.53 -0.89 -1.01
C 0.30 1.03 -0.21
C 0.33 -0.01 1.20
N -0.23 0.36 -1.17
F 0.72 2.26 -0.32
F 0.96 0.18 2.33
S -0.32 -1.47 0.71
H -1.22 -1.46 -1.53
```

**Energy**: -20882.3852 eV
**E_HOMO (spin up / spin down)**: -0.233 / -0.389 Ha
**Multiplicity**: 3
**<S²>**: 2.0240
**Gap between HOMO and LUMO (spin up / spin down)**: 0.2589 / 0.3269 Ha
**LUMO (spin up / spin down)**: 0.70 / -1.70 eV

Per-atom Mulliken charges, elementary charge units: -0.14, 0.40, 0.30, -0.43, -0.20, -0.21, -0.16, 0.44